Density functional theory data (ωB97M-V/def2-TZVPD) for 4 unconnected molecules or ions with the total composition C32H77N2O3P in a non-equilibrium geometry.

Geometry (Å):
P 6.88472 23.64687 21.08102
O 5.34807 20.63078 27.08142
O 6.62651 25.50144 24.23544
O 4.45002 29.89322 26.06328
N 3.84956 27.60507 24.60208
N 6.83923 23.33532 27.16366
C 7.17142 22.53469 28.38800
C 5.56711 21.46980 25.97122
C 5.47604 23.21142 22.13503
C 9.88614 20.19732 23.71999
C 3.96505 28.18427 22.13630
C 7.99748 23.19671 26.17368
C 7.91474 26.15820 20.44688
C 3.46904 26.17060 24.28974
C 5.10683 19.26447 26.71630
C 6.74360 24.77900 27.55527
C 5.53648 22.89663 26.51425
C 6.58782 25.40512 20.71632
C 4.10216 23.66774 21.63797
C 9.26241 23.95871 26.48779
C 4.66799 28.22976 23.48428
C 2.47515 28.32529 24.71116
C 6.82235 22.72575 19.47786
C 4.66445 27.52110 25.84506
C 9.82325 21.63719 23.19775
C 1.60329 23.85094 22.08586
C 7.76179 27.68527 20.42557
C 8.07937 21.73364 17.52872
C 8.45105 23.34677 21.97096
C 6.91554 28.29783 19.32875
C 8.10461 22.77001 18.63739
C 6.19441 22.55741 29.54465
C 2.92574 23.21898 22.52047
C 5.31824 28.80729 26.30039
C 4.94556 31.16990 26.40007
C 8.57173 21.83552 22.34723
C 7.05823 22.02605 16.40956
C 1.79210 28.09470 26.04977
H 8.64203 25.92370 21.22790
H 6.47132 21.23712 25.40216
H 1.50214 23.93149 21.00685
H 4.82136 29.25231 23.81210
H 8.13130 22.89853 28.76329
H 8.46697 23.96993 22.86180
H 4.70669 28.59550 21.44705
H 5.53580 28.74583 27.37442
H 4.16081 19.20324 26.17917
H 7.39992 29.23532 19.05865
H 5.94610 18.91126 26.10854
H 6.83191 23.08347 16.29342
H 7.90799 20.73479 17.93359
H 3.05978 28.78489 22.08716
H 8.91344 22.55839 19.34593
H 4.88721 22.90937 27.38594
H 7.51961 23.53103 25.25009
H 5.63011 23.72772 23.09395
H 3.16071 23.30210 23.59031
H 2.75103 26.15297 23.47743
H 8.28278 23.79666 18.31175
H 4.61605 31.95167 25.72066
H 6.77857 25.39698 26.66056
H 4.35893 25.65374 23.91925
H 5.93165 23.55905 29.89807
H 7.41262 21.60111 15.47347
H 7.63630 21.58296 22.85371
H 10.68649 21.84917 22.56758
H 6.59471 21.69746 19.78180
H 7.46156 27.94569 21.45049
H 3.09989 25.67788 25.18183
H 8.61370 21.20983 21.45259
H 5.92641 23.07846 18.96163
H 4.04536 27.13896 26.65751
H 7.42059 21.52595 28.06459
H 6.89265 27.69156 18.41918
H 4.72013 21.35187 25.28489
H 4.49002 31.45203 27.36624
H 9.16213 25.03779 26.59126
H 5.30741 23.62442 25.73832
H 5.87135 28.46085 19.58957
H 9.06462 21.67957 17.05984
H 6.15020 21.47047 16.65578
H 9.22511 23.60702 21.24745
H 10.24975 19.60669 22.87657
H 8.92057 19.80147 24.03408
H 0.83858 23.25336 22.58556
H 3.87761 23.28517 20.63676
H 8.13038 22.11800 26.13033
H 5.97559 25.52797 19.82423
H 5.40667 26.73267 25.68957
H 5.88980 24.86977 28.22140
H 8.79276 28.05007 20.42493
H 2.36804 28.59972 26.81922
H 5.22001 22.14545 29.27244
H 5.53571 27.56866 23.42474
H 6.55911 22.03111 30.42263
H 2.84234 22.12694 22.48181
H 1.61049 27.05448 26.31726
H 8.38745 25.85991 19.50376
H 2.78418 29.36741 24.68155
H 5.50345 22.13564 22.33435
H 4.07590 24.75349 21.51818
H 9.79403 22.35716 24.01924
H 9.98508 23.76749 25.69568
H 9.71390 23.61909 27.42245
H 1.39614 24.85200 22.47539
H 3.77091 27.18971 21.73194
H 0.79952 28.51940 25.88269
H 5.14017 18.69528 27.64021
H 6.27826 29.00240 25.80831
H 7.56297 25.30596 24.28918
H 6.23753 25.87037 21.64269
H 1.86328 27.94469 23.90378
H 10.58891 20.06961 24.54198
H 6.01004 31.21110 26.64403
H 7.62275 24.99243 28.16238

## Properties
Energy above the lowest of the compared OMol25 structures with the same formula, charge and spin in kcal/mol: 5.81
HOMO energy in eV: -13.04
Frontier orbital gap in eV: 9.275
Multiplicity: 1
Charge: +2
LUMO in Ha: -0.138
Electronic energy in eV: -52829.2231

Results of the Mulliken charge analysis, in e, for atoms 1 through 99:
1. P 0.645
2. O -0.280
3. O -1.148
4. O -0.228
5. N 0.994
6. N 0.698
7. C -0.340
8. C -0.534
9. C -0.170
10. C -1.562
11. C -1.016
12. C 0.234
13. C -0.873
14. C -1.055
15. C -0.743
16. C -1.282
17. C -0.262
18. C 0.715
19. C -0.397
20. C -1.535
21. C -0.141
22. C -0.488
23. C -1.339
24. C 0.662
25. C 0.291
26. C -1.418
27. C -0.571
28. C -0.789
29. C -1.012
30. C -1.238
31. C -0.450
32. C -1.349
33. C -0.394
34. C -1.471
35. C -0.870
36. C -0.936
37. C -1.146
38. C -1.465
39. H 0.284
40. H 0.040
41. H 0.351
42. H 0.448
43. H 0.529
44. H 0.503
45. H 0.252
46. H 0.586
47. H 0.293
48. H 0.362
49. H 0.284
50. H 0.287
51. H 0.389
52. H 0.404
53. H 0.241
54. H 0.725
55. H -0.314
56. H -0.507
57. H 0.010
58. H 0.159
59. H 0.271
60. H 0.279
61. H 0.241
62. H 0.064
63. H 0.346
64. H 0.378
65. H 0.155
66. H 0.477
67. H 0.710
68. H 0.239
69. H 0.521
70. H 0.529
71. H 0.740
72. H 0.744
73. H 0.447
74. H 0.349
75. H 0.617
76. H 0.301
77. H 0.316
78. H -0.176
79. H 0.250
80. H 0.425
81. H 0.285
82. H 0.911
83. H 0.434
84. H 0.311
85. H 0.419
86. H 0.743
87. H 0.395
88. H 0.741
89. H -1.110
90. H 0.487
91. H 0.499
92. H 0.286
93. H 0.315
94. H -0.024
95. H 0.430
96. H 0.591
97. H 0.310
98. H 0.267
99. H 0.536